(1)
Below is 2 unconnected molecules or ions with the total composition C3H8FN2 in a non-equilibrium geometry, with properties calculated with ωB97M-V/def2-TZVPD.

Properties
- DFT total energy: -8926.162 eV
- HOMO level (spin up / spin down): -11.77 / -16.03 eV
- Strongest force on any atom: 0.0807 Eh/bohr
- Spin multiplicity: 3
- <S²>: 2.008
- Energy relative to the best compared isomer or geometry (same formula, charge and spin): 4.0 kcal per mole
- Net charge: +1

Each line ends with the Mulliken spin population.
CARTESIAN COORDINATES (ANGSTROEM)
C  -0.1048  -0.3583  -0.3783  0.912
C  -1.6844  0.4645  1.2687  0.061
C  2.9527  0.2816  -1.2603  0.929
N  -0.4186  0.4571  0.5703  -0.024
N  -1.0028  -1.2472  -0.7487  0.004
F  3.1940  1.1461  -0.3592  0.089
H  -1.7077  0.5177  2.4114  -0.003
H  -2.2672  1.2718  0.9864  0.000
H  -2.2031  -0.4034  1.1877  -0.004
H  1.9404  0.0553  -1.3863  -0.009
H  3.8277  -0.4266  -1.3477  0.026
H  0.1934  1.2439  0.8507  -0.002
H  -0.8001  -1.9900  -1.4180  -0.009
H  -1.9195  -1.0125  -0.3766  0.031

***

(2)
Below is a molecular structure, C3H8FN3O in a non-equilibrium geometry, with properties calculated with ωB97M-V/def2-TZVPD.

Properties
- DFT total energy: -12471.314 eV
- HOMO level: -8.59 eV
- Strongest force on any atom: 0.1517 Eh/bohr
- Energy relative to the best compared isomer or geometry (same formula, charge and spin): 84.2 kcal per mole

Each line ends with the Mulliken charge.
CARTESIAN COORDINATES (ANGSTROEM)
C  0.0297  -0.1464  0.8118  0.335
C  -0.5254  -1.1091  -0.3349  0.123
C  -0.8302  -0.4685  -1.7110  -0.475
H  0.5618  1.5614  2.2575  0.393
H  2.1816  0.9120  2.4675  0.234
H  1.6591  0.3368  -0.1474  0.300
H  -1.7868  0.3345  1.7994  0.208
H  0.2644  -1.8895  -0.5824  0.294
H  -1.4648  -0.9741  -2.4013  0.300
H  -1.0794  0.6595  -1.5877  0.337
H  0.3193  0.7281  -2.7614  0.414
N  1.5338  1.2808  1.6976  -0.804
N  1.2590  0.3083  0.7588  0.001
N  -0.7553  0.4714  1.7213  -0.749
O  0.4049  -0.4633  -2.3048  -0.567
F  -1.7716  -1.5419  0.3171  -0.345

***

(3)
Below is a single C3H8FNO molecule in a non-equilibrium geometry, with properties calculated with ωB97M-V/def2-TZVPD.

Properties
- SMILES string: NC[C@@H](F)CO
- DFT total energy: -9495.134 eV
- HOMO level: -9.53 eV
- Strongest force on any atom: 0.0708 Eh/bohr
- Energy relative to the best compared isomer or geometry (same formula, charge and spin): 25.1 kcal per mole

Each line ends with the Mulliken charge.
CARTESIAN COORDINATES (ANGSTROEM)
N  1.1658  -1.4463  1.1229  -0.577
C  0.0709  -0.5364  1.0087  -0.622
C  0.2693  0.1680  -0.3170  0.457
F  0.0640  -0.7563  -1.3348  -0.358
C  -0.6090  1.3324  -0.6226  -0.639
O  -0.7557  1.5440  -2.0472  -0.523
H  1.2171  -1.9213  2.0147  0.218
H  1.1567  -2.1230  0.3737  0.204
H  -0.9337  -0.9700  1.1065  0.329
H  0.0182  0.1552  1.8741  0.360
H  1.2926  0.5957  -0.3549  0.206
H  -1.6267  1.0168  -0.2587  0.280
H  -0.2603  2.2266  -0.1929  0.365
H  -1.0692  0.7145  -2.3727  0.299

***

(4)
Below is 2 unconnected molecules or ions with the total composition C3H8FNS in a non-equilibrium geometry, with properties calculated with ωB97M-V/def2-TZVPD.

Properties
- DFT total energy: -18281.460 eV
- HOMO level: -9.66 eV
- Strongest force on any atom: 0.0611 Eh/bohr
- Energy relative to the best compared isomer or geometry (same formula, charge and spin): 44.7 kcal per mole

Each line ends with the Mulliken charge.
CARTESIAN COORDINATES (ANGSTROEM)
C  1.3367  0.8022  0.4575  -0.937
C  0.5858  -1.2252  -0.7718  -0.909
C  -1.0210  0.2692  0.5326  0.019
N  0.1836  -0.1857  0.2645  0.072
F  -1.3621  1.5928  -0.7981  -0.603
S  -2.4096  -0.8790  0.6777  -0.232
H  2.0021  0.4291  1.2098  0.317
H  1.8725  0.9033  -0.4970  0.294
H  0.8097  1.7119  0.7527  0.415
H  -0.1491  -1.3765  -1.5747  0.344
H  1.3914  -0.7762  -1.2537  0.330
H  0.8952  -2.1273  -0.3591  0.318
H  -1.0006  0.9547  1.4639  0.393
H  -3.1345  -0.0932  -0.1043  0.179

***

(5)
Below is a molecular structure, C3H8I2NO in a non-equilibrium geometry, with properties calculated with ωB97M-V/def2-TZVPD.

Properties
- DFT total energy: -22970.531 eV
- HOMO level: -12.58 eV
- Strongest force on any atom: 0.0609 Eh/bohr
- Energy relative to the best compared isomer or geometry (same formula, charge and spin): 43.7 kcal per mole
- Net charge: +1

Each line ends with the Mulliken charge.
CARTESIAN COORDINATES (ANGSTROEM)
C  -0.6053  0.8119  2.2417  -0.546
C  0.1529  -2.1066  -2.8286  -0.664
C  0.8890  -0.6727  -1.0164  0.144
N  0.0741  -1.5809  -1.4964  -0.100
O  0.7842  -0.1399  0.1127  -0.629
I  1.0210  2.0231  1.6302  0.567
I  -1.7266  -2.3038  -3.8837  0.130
H  -0.3728  0.4026  3.3394  0.315
H  -1.4392  1.5819  2.3224  0.347
H  0.8166  -1.3732  -3.3881  0.294
H  0.7460  -3.0999  -2.8412  0.379
H  1.6931  -0.5467  -1.8317  0.209
H  -0.6271  -1.8866  -0.8325  0.230
H  1.1169  3.0155  2.9069  0.189
H  -0.7437  -0.0382  1.4992  0.136

***

(6)
Below is a single C3H8IN2OP molecule in a non-equilibrium geometry, with properties calculated with ωB97M-V/def2-TZVPD.

Properties
- SMILES string: CN(P)C(=O)N(C)I
- DFT total energy: -25656.104 eV
- HOMO level: -8.89 eV
- Strongest force on any atom: 0.0771 Eh/bohr
- Energy relative to the best compared isomer or geometry (same formula, charge and spin): 0.0 kcal per mole

Each line ends with the Mulliken charge.
CARTESIAN COORDINATES (ANGSTROEM)
C  -0.7693  0.9262  -0.9662  -0.946
N  -0.7106  0.4982  0.3951  0.034
P  -2.0636  0.4729  1.5419  -0.130
C  0.4188  0.0606  1.0473  0.669
O  0.5806  -0.0135  2.2271  -0.591
N  1.4140  -0.4076  0.1754  -0.469
C  1.2542  -1.5019  -0.8460  -0.812
I  3.2891  -0.7424  1.0900  0.093
H  -1.0594  1.9544  -1.0997  0.351
H  0.1433  0.6692  -1.5164  0.356
H  -1.5810  0.3393  -1.3523  0.376
H  -2.7455  1.2110  0.4494  0.055
H  -1.6071  1.6575  2.2011  0.067
H  1.6615  -2.4659  -0.6240  0.351
H  0.1057  -1.6117  -0.9725  0.293
H  1.6691  -1.0462  -1.7503  0.303

***

(7)
Below is a single C3H8N2 molecule in a non-equilibrium geometry, with properties calculated with ωB97M-V/def2-TZVPD.

Properties
- SMILES string: C=NNCC
- DFT total energy: -6218.980 eV
- HOMO level: -8.69 eV
- Strongest force on any atom: 0.0590 Eh/bohr
- Energy relative to the best compared isomer or geometry (same formula, charge and spin): 66.1 kcal per mole

Each line ends with the Mulliken charge.
CARTESIAN COORDINATES (ANGSTROEM)
C  0.0613  -2.0510  -0.4347  -0.313
N  -0.2941  -0.8474  -0.6227  -0.359
N  0.7090  0.0877  -0.4811  -0.186
C  0.2164  1.3840  0.0032  -0.284
C  -0.7126  1.2398  1.1674  -0.949
H  1.0872  -2.3236  -0.1150  0.183
H  -0.6988  -2.8475  -0.5029  0.249
H  1.5316  -0.3184  0.0589  0.303
H  1.1437  2.0500  0.1584  0.326
H  -0.4881  1.8380  -0.7891  0.180
H  -0.2687  0.6482  2.0898  0.230
H  -0.9924  2.2035  1.6214  0.331
H  -1.6087  0.6310  0.7894  0.288

***

(8)
Below is 2 unconnected molecules or ions with the total composition C3H8N2 in a non-equilibrium geometry, with properties calculated with ωB97M-V/def2-TZVPD.

Properties
- DFT total energy: -6209.441 eV
- HOMO level (spin up / spin down): -13.68 / -13.68 eV
- Strongest force on any atom: 0.0460 Eh/bohr
- Spin multiplicity: 2
- <S²>: 0.758
- Energy relative to the best compared isomer or geometry (same formula, charge and spin): 91.4 kcal per mole
- Net charge: +1

Each line ends with the Mulliken spin population.
CARTESIAN COORDINATES (ANGSTROEM)
C  -0.6518  -0.7602  2.0736  0.000
N  -1.8052  -0.2640  2.2049  0.000
H  -0.5353  -1.7502  2.5145  0.000
H  0.2820  -0.3089  1.7324  0.001
H  -1.8029  0.6952  1.8414  0.000
C  1.3148  -0.3732  -1.0115  0.061
C  -0.4264  1.2056  -1.6793  -0.031
N  0.6636  0.8781  -1.1840  0.763
H  2.0505  -0.2617  -0.1971  0.053
H  2.0057  -0.5096  -1.8480  0.027
H  0.7316  -1.2425  -0.7155  0.017
H  -0.8730  2.1533  -1.3670  0.046
H  -0.9536  0.5381  -2.3645  0.063